1.
Below is a cluster of 2 separate species, C19H22F3NO3S2 in total in a non-equilibrium geometry, with properties calculated with wB97M-V/def2-TZVPD.

Positions of all 50 atoms, in Å:
C  0.35  2.28  -1.50
C  0.22  1.58  -0.16
C  0.15  2.63  0.95
C  -0.96  0.59  -0.13
C  -0.74  -0.78  -0.19
C  -1.81  -1.68  -0.24
C  -3.12  -1.21  -0.28
C  -3.36  0.17  -0.23
C  -2.29  1.07  -0.12
O  1.44  0.82  -0.09
S  1.85  0.01  1.35
C  3.33  -0.77  0.63
F  3.96  0.11  -0.20
F  4.19  -1.12  1.63
F  3.05  -1.89  -0.11
H  -0.52  2.92  -1.68
H  1.26  2.88  -1.51
H  0.42  1.55  -2.30
H  -0.59  3.40  0.69
H  -0.16  2.19  1.91
H  1.12  3.10  1.10
H  0.27  -1.20  -0.17
H  -1.58  -2.74  -0.26
H  -3.95  -1.91  -0.34
H  -4.38  0.56  -0.28
H  -2.46  2.14  -0.05
C  -0.44  1.25  4.07
S  -0.71  0.71  5.79
C  -1.82  -0.70  5.47
C  0.78  0.01  6.21
C  1.65  0.58  7.15
C  2.70  -0.22  7.73
C  3.58  0.31  8.66
C  3.52  1.68  8.98
N  4.58  2.30  9.69
O  4.54  3.54  9.87
O  5.53  1.59  10.11
C  2.46  2.48  8.48
C  1.54  1.95  7.59
H  0.21  2.14  4.10
H  0.05  0.44  3.51
H  -1.41  1.52  3.62
H  -2.28  -0.96  6.43
H  -2.60  -0.39  4.76
H  -1.22  -1.53  5.09
H  0.94  -0.99  5.80
H  2.77  -1.27  7.44
H  4.34  -0.31  9.13
H  2.40  3.52  8.81
H  0.74  2.59  7.21

Results
orbital gap	7.04	eV
E_LUMO	-0.029	eV
max |F|	2.324	eV/Å

***

2.
Below is a structure of composition C19H22IrN4S3 in a non-equilibrium geometry, with properties calculated with wB97M-V/def2-TZVPD.

Positions of all 49 atoms, in Å:
Ir  0.95  -0.64  -0.80
C  -1.41  -2.35  -4.64
C  -0.89  -2.03  -3.27
S  0.59  -1.16  -3.25
C  -1.56  -2.42  -2.14
C  -2.79  -3.27  -2.18
S  -1.09  -2.03  -0.53
H  -0.76  -1.91  -5.39
H  -2.41  -1.96  -4.77
H  -1.44  -3.43  -4.81
H  -3.11  -3.49  -3.19
H  -3.60  -2.77  -1.64
H  -2.59  -4.21  -1.66
N  2.69  -1.60  3.09
C  2.05  -0.51  3.62
C  1.95  -0.01  4.91
C  1.19  1.13  5.08
C  0.56  1.77  4.00
C  0.66  1.28  2.72
C  1.41  0.13  2.53
N  1.68  -0.59  1.39
C  2.43  -1.61  1.75
C  2.86  -2.57  0.77
C  3.55  -3.74  0.94
S  3.75  -4.55  -0.56
C  2.89  -3.27  -1.32
N  2.49  -2.33  -0.53
H  3.24  -2.27  3.60
H  2.43  -0.49  5.74
H  1.08  1.55  6.06
H  -0.02  2.66  4.19
H  0.18  1.75  1.88
H  3.95  -4.16  1.84
H  2.71  -3.26  -2.38
C  -0.97  4.29  0.36
C  -1.46  3.33  -0.73
C  -2.89  2.86  -0.42
C  -1.40  3.99  -2.11
C  -0.57  2.20  -0.79
N  0.19  1.34  -0.88
H  -1.57  5.20  0.33
H  0.07  4.56  0.22
H  -1.08  3.85  1.35
H  -3.55  3.73  -0.40
H  -2.95  2.37  0.55
H  -3.26  2.18  -1.18
H  -2.03  4.88  -2.11
H  -1.77  3.31  -2.88
H  -0.38  4.28  -2.37

Results
energy relative to the best compared isomer or geometry (same formula, charge and spin)	50.64	kcal per mole
charge	+1
orbital gap (alpha / beta)	4.94 / 4.94	eV
E_LUMO (alpha / beta)	-4.247 / -4.249	eV
max |F|	2.877	eV/Å

***

Number 1: DFT total energy -2113.4554 a.u.. Number 2: DFT total energy -2254.9390 a.u..